This record from the OMol25 dataset describes a cluster of 2 separate species, C47H49F5N3 in total in a non-equilibrium geometry. The level of theory is ωB97M-V/def2-TZVPD.

Cartesian coordinates (Å):
1 F -2.067 -6.193 1.659
2 F -4.178 -0.713 -5.449
3 F -2.493 -2.135 -5.496
4 F -4.331 -2.628 -4.378
5 F 2.713 -7.804 -2.250
6 N 1.192 0.834 1.056
7 N 0.558 2.029 0.906
8 N -0.483 1.805 0.092
9 C -2.317 -5.147 -1.815
10 C -3.563 1.861 2.543
11 C 3.845 -5.861 -3.039
12 C -2.354 0.322 -3.582
13 C 0.863 -1.586 0.138
14 C 0.547 -0.384 3.721
15 C 0.606 4.424 -2.367
16 C -3.865 3.398 -0.142
17 C 3.074 -3.670 -2.327
18 C 4.569 2.277 -0.047
19 C 0.517 5.971 -0.353
20 C -0.593 -4.820 0.370
21 C 3.971 -4.465 -3.031
22 C -3.478 -1.606 -4.692
23 C -1.512 2.819 -0.107
24 C 0.651 -1.905 3.751
25 C -2.845 2.529 0.242
26 C -1.764 -5.576 0.464
27 C -1.195 4.094 -0.625
28 C -4.322 0.504 0.531
29 C -2.867 -0.967 -3.482
30 C 1.902 0.231 3.364
31 C 2.172 0.837 2.113
32 C -1.403 0.048 -1.357
33 C -1.984 -1.237 -1.283
34 C -2.630 -5.768 -0.605
35 C 2.890 0.245 4.350
36 C -2.237 4.954 -0.981
37 C -3.213 1.354 1.139
38 C 2.005 -4.248 -1.597
39 C 3.428 2.743 0.851
40 C -0.023 0.156 5.052
41 C 4.031 1.024 4.189
42 C 0.549 -0.183 0.285
43 C 3.230 1.769 2.025
44 C -1.171 -4.377 -1.935
45 C -3.566 4.613 -0.748
46 C -0.478 0.486 -0.341
47 C 3.607 4.209 1.284
48 C -2.735 -1.730 -2.333
49 C -0.312 -4.159 -0.846
50 C 0.243 4.553 -0.885
51 C 1.955 -5.675 -1.499
52 C 0.923 -3.375 -1.122
53 C 2.844 -6.431 -2.259
54 C -1.677 0.852 -2.497
55 C 4.172 1.808 3.045
56 H -2.469 0.888 -4.503
57 H -0.161 -0.087 2.936
58 H 3.115 -2.579 -2.409
59 H -0.020 5.089 -2.983
60 H -1.997 5.917 -1.441
61 H 2.750 -0.329 5.268
62 H 4.808 1.043 4.952
63 H -4.367 5.294 -1.030
64 H -2.323 0.726 1.229
65 H -4.063 0.221 -0.495
66 H -0.073 1.253 5.042
67 H -1.302 1.876 -2.535
68 H -1.045 -0.217 5.216
69 H 0.444 3.391 -2.706
70 H 4.554 4.367 1.821
71 H -4.481 2.465 2.517
72 H -0.874 -3.973 -2.907
73 H -3.709 1.021 3.235
74 H 0.867 3.862 -0.306
75 H 3.608 4.873 0.405
76 H 1.402 -2.218 4.490
77 H -2.962 -5.271 -2.687
78 H 4.755 -3.989 -3.621
79 H 4.532 -6.490 -3.591
80 H -3.179 -2.718 -2.271
81 H 0.100 -4.792 1.213
82 H 4.626 2.883 -0.959
83 H -4.452 -0.414 1.116
84 H 4.407 1.232 -0.332
85 H -0.313 -2.363 4.006
86 H 0.832 -2.493 -1.808
87 H -5.272 1.050 0.513
88 H -1.820 -1.833 -0.385
89 H 1.162 -6.189 -0.950
90 H 1.588 6.208 -0.429
91 H 5.528 2.347 0.482
92 H -2.752 2.493 2.930
93 H -3.511 -6.395 -0.511
94 H 2.784 4.527 1.938
95 H 1.662 4.682 -2.535
96 H -4.902 3.132 0.075
97 H 1.881 -1.939 0.323
98 H -0.012 -2.224 0.314
99 H 0.589 -0.146 5.915
100 H -0.039 6.733 -0.919
101 H 0.224 6.048 0.702
102 H 2.502 2.722 0.274
103 H 5.023 2.480 2.937
104 H 0.961 -2.270 2.766

Its net charge is +1. For the HOMO energy, the calculation gives -10.33 eV. The multiplicity is 1. The calculation puts the orbital gap at 6.1073 eV. The LUMO energy is -4.224 eV. The value obtained for the strongest force on any atom is 0.0663 Eh/bohr. As for the energy above the lowest of the compared OMol25 structures with the same formula, charge and spin: 108.84 kJ/mol.



This record from the OMol25 dataset describes a structure of composition C5H7NO. The level of theory is ωB97M-V/def2-TZVPD.

Cartesian coordinates (Å):
1 O 0.944 -1.574 -0.221
2 N -1.984 0.330 1.422
3 C -1.265 -0.203 0.269
4 C -0.060 1.031 0.339
5 C 1.223 1.020 0.245
6 C -1.423 1.313 0.528
7 C 1.980 -0.109 -0.071
8 H 0.007 -1.068 0.081
9 H -1.877 -0.502 -0.582
10 H 2.427 -0.176 -1.060
11 H 1.164 -2.182 0.501
12 H -1.405 0.244 2.255
13 H -2.064 1.910 -0.105
14 H 2.615 -0.513 0.715

Its net charge is 0. For the HOMO energy, the calculation gives -8.19 eV. The multiplicity is 1. The calculation puts the orbital gap at 8.7129 eV. The LUMO energy is 0.523 eV. The value obtained for the strongest force on any atom is 0.0095 Eh/bohr. As for the energy above the lowest of the compared OMol25 structures with the same formula, charge and spin: 702.85 kJ/mol.



This record from the OMol25 dataset describes a cluster of 2 separate species, C4H8N2O2 in total in a non-equilibrium geometry. The level of theory is ωB97M-V/def2-TZVPD.

Cartesian coordinates (Å):
1 O -1.595 2.605 -3.223
2 O -3.420 1.283 -2.879
3 N -0.872 -0.519 0.157
4 N -0.379 0.713 2.115
5 C 1.401 -0.526 1.004
6 C 1.966 -1.213 -0.229
7 C -2.505 1.933 -3.052
8 C 0.069 -0.213 1.067
9 H 0.076 0.454 2.891
10 H 1.611 -1.038 -1.176
11 H 2.060 -0.225 1.846
12 H -1.701 0.142 0.255
13 H 2.042 -2.299 -0.123
14 H -1.365 0.465 2.358
15 H 3.075 -0.789 -0.338
16 H -0.464 -0.772 -0.674

Its net charge is 0. For the HOMO energy, the calculation gives -7.52 eV. The multiplicity is 1. The calculation puts the orbital gap at 7.8570 eV. The LUMO energy is 0.342 eV. The value obtained for the strongest force on any atom is 0.0984 Eh/bohr. The SMILES is CC=C(N)N.O=C=O. As for the energy above the lowest of the compared OMol25 structures with the same formula, charge and spin: 168.29 kJ/mol.



This record from the OMol25 dataset describes a structure of composition C5H12CdN2O2 in a non-equilibrium geometry. The level of theory is ωB97M-V/def2-TZVPD.

Cartesian coordinates (Å):
1 Cd -2.179 0.599 -0.335
2 O -0.664 -2.570 0.115
3 O -2.223 1.214 3.152
4 N -2.294 0.278 2.350
5 N -1.193 -1.479 0.835
6 C -1.684 -3.421 2.287
7 C 2.095 2.156 -2.396
8 C -2.861 -1.286 4.170
9 C -2.262 -1.023 2.849
10 C -1.685 -1.962 1.986
11 H -2.716 -3.764 2.346
12 H 2.716 1.748 -1.598
13 H -0.176 -2.180 -0.635
14 H -2.924 -2.354 4.314
15 H -2.293 -0.862 5.000
16 H 2.930 1.179 -3.286
17 H 2.040 1.297 -3.349
18 H 1.040 2.028 -1.951
19 H -1.169 -3.954 1.485
20 H 1.994 3.267 -2.485
21 H -1.202 -3.626 3.240
22 H -3.862 -0.856 4.183

Its net charge is 0. For the HOMO energy (alpha / beta), the calculation gives -7.56 / -6.26 eV. The multiplicity is 1. The calculation puts the orbital gap (alpha / beta) at 7.3267 / 4.2375 eV. The LUMO energy (alpha / beta) is -0.236 / -2.020 eV. The value obtained for the strongest force on any atom is 0.1052 Eh/bohr.



This record from the OMol25 dataset describes an isolated molecule of C5H9NO3S in a non-equilibrium geometry. The level of theory is ωB97M-V/def2-TZVPD.

Cartesian coordinates (Å):
1 S -2.204 1.533 -0.520
2 O -1.347 -1.846 -0.387
3 O -1.956 -0.522 1.330
4 O 0.907 -0.556 -0.643
5 N -0.800 -1.105 0.626
6 C 2.230 -0.124 -0.876
7 C 0.679 0.759 1.368
8 C -2.592 -1.234 -0.727
9 C -2.741 -0.019 0.180
10 C 0.233 -0.274 0.403
11 H 2.436 0.884 -1.068
12 H -2.757 -0.942 -1.814
13 H 0.706 1.803 1.059
14 H 2.869 -0.542 -0.155
15 H -3.435 -1.840 -0.433
16 H -0.037 0.700 2.122
17 H 2.607 -0.644 -1.744
18 H 1.668 0.521 1.673
19 H -3.700 0.069 0.505

Its net charge is 0. For the HOMO energy, the calculation gives -6.94 eV. The multiplicity is 1. The calculation puts the orbital gap at 6.8768 eV. The LUMO energy is -0.062 eV. The value obtained for the strongest force on any atom is 0.0701 Eh/bohr. As for the energy above the lowest of the compared OMol25 structures with the same formula, charge and spin: 648.64 kJ/mol.



This record from the OMol25 dataset describes a cluster of 6 separate species, C40H49BN6O10 in total in a non-equilibrium geometry. The level of theory is ωB97M-V/def2-TZVPD.

Cartesian coordinates (Å):
1 O -3.824 -3.635 -8.353
2 O 0.070 1.911 -7.662
3 O 1.602 6.583 8.637
4 O -1.808 -9.121 4.696
5 O -0.011 -0.622 -0.676
6 O -0.754 -8.908 2.834
7 O -3.464 -3.621 -10.470
8 O 0.554 2.982 -9.461
9 O 1.460 4.690 9.648
10 O -0.495 -1.838 -2.380
11 N 0.052 2.050 -8.871
12 N 1.447 3.619 2.075
13 N 1.966 5.779 9.469
14 N -1.300 -8.454 3.818
15 N -3.479 -4.172 -9.385
16 N -0.318 -0.763 -1.845
17 C -1.033 0.742 3.217
18 C -0.803 -6.203 2.959
19 C -3.040 -5.573 -9.319
20 C 4.774 7.728 10.953
21 C 0.367 3.321 4.396
22 C -0.843 0.309 -3.993
23 C -2.672 -7.549 -8.045
24 C -0.842 -4.825 3.101
25 C -1.879 -1.013 -9.762
26 C -0.483 0.446 -2.665
27 C -2.215 -7.521 -10.410
28 C -1.423 -4.258 4.227
29 C 3.219 1.976 1.436
30 C -1.296 0.162 -11.784
31 C -3.073 -6.225 -8.100
32 C -1.915 -0.907 -11.146
33 C -1.324 -0.709 2.795
34 C 0.218 1.279 2.518
35 C 1.709 3.428 5.160
36 C 3.566 5.239 11.257
37 C 2.136 2.949 0.953
38 C -1.973 -5.065 5.215
39 C -0.407 2.816 -2.870
40 C 3.108 6.149 10.323
41 C 4.651 5.586 12.047
42 C -0.267 1.682 -2.087
43 C -2.772 -1.118 3.031
44 C 3.217 0.617 0.699
45 C -1.352 -6.989 3.956
46 C -0.625 1.015 -9.667
47 C -0.762 2.701 -4.208
48 C -0.644 1.134 -11.044
49 C -1.941 -6.444 5.082
50 C -0.984 1.449 -4.767
51 C 3.691 7.390 10.157
52 C -2.246 -8.197 -9.197
53 C 1.700 4.525 6.219
54 C -2.615 -6.197 -10.478
55 C 5.255 6.827 11.894
56 C -1.228 -0.045 -9.014
57 B 0.670 2.731 2.960
58 H -0.352 -6.656 2.089
59 H 1.043 0.591 2.758
60 H -0.162 1.970 -11.529
61 H 5.025 4.886 12.780
62 H -2.366 -7.083 5.842
63 H -0.417 -4.193 2.333
64 H 4.147 0.459 0.156
65 H -1.938 -9.233 -9.150
66 H -0.672 -1.352 3.395
67 H 6.104 7.092 12.510
68 H 3.087 4.278 11.367
69 H 0.006 1.759 -1.046
70 H -2.909 -2.195 2.923
71 H 3.168 1.828 2.514
72 H 2.616 3.729 0.356
73 H -1.046 -0.850 1.751
74 H 1.442 2.448 0.271
75 H -0.235 3.792 -2.436
76 H -2.427 -4.621 6.090
77 H -1.325 0.240 -12.862
78 H 2.514 3.647 4.453
79 H -0.882 0.729 4.297
80 H -2.361 -1.833 -9.258
81 H 3.079 -0.218 1.385
82 H 4.188 2.438 1.244
83 H -1.443 -3.184 4.335
84 H -1.908 1.348 2.968
85 H 0.762 4.253 1.663
86 H 1.953 2.458 5.601
87 H -1.009 -0.670 -4.418
88 H -3.442 -0.632 2.320
89 H -2.431 -1.659 -11.727
90 H 0.077 1.207 1.435
91 H -0.083 4.315 4.302
92 H -0.864 3.587 -4.819
93 H 5.244 8.695 10.837
94 H -2.694 -8.077 -7.101
95 H 2.412 0.564 -0.035
96 H -1.193 -0.118 -7.938
97 H -3.105 -0.856 4.038
98 H -2.597 -5.661 -11.415
99 H -0.303 2.688 4.977
100 H 0.865 4.409 6.908
101 H 3.310 8.081 9.421
102 H -3.405 -5.711 -7.210
103 H 2.614 4.482 6.818
104 H -1.259 1.363 -5.807
105 H 1.681 5.509 5.750
106 H -1.880 -8.026 -11.305

Its net charge is 0. For the HOMO energy, the calculation gives -8.81 eV. The multiplicity is 1. The calculation puts the orbital gap at 7.9478 eV. The LUMO energy is -0.865 eV. The value obtained for the strongest force on any atom is 0.0252 Eh/bohr. The SMILES is O=[N+]([O-])c1ccccc1.O=[N+]([O-])c1ccccc1.O=[N+]([O-])c1ccccc1.O=[N+]([O-])c1ccccc1.O=[N+]([O-])c1ccccc1.CCCCB(CCC)NCCC.



This record from the OMol25 dataset describes a cluster of 2 separate species, C2H4BrNO2 in total in a non-equilibrium geometry. The level of theory is ωB97M-V/def2-TZVPD.

Cartesian coordinates (Å):
1 Br -1.751 -1.504 0.000
2 O -1.825 1.319 -0.381
3 O 0.191 1.852 0.121
4 N -0.698 1.079 -0.025
5 C -0.399 -0.296 0.010
6 C 0.903 -0.599 0.565
7 H 0.689 -0.714 1.567
8 H 1.375 -1.551 0.249
9 H 1.576 0.308 0.319
10 H -0.063 0.105 -2.425

Its net charge is 0. For the HOMO energy (alpha / beta), the calculation gives -10.74 / -9.24 eV. The multiplicity is 1. The calculation puts the orbital gap (alpha / beta) at 8.9455 / 8.3864 eV. The LUMO energy (alpha / beta) is -1.795 / -0.854 eV. The value obtained for the strongest force on any atom is 0.0660 Eh/bohr. As for the energy above the lowest of the compared OMol25 structures with the same formula, charge and spin: 722.77 kJ/mol.



This record from the OMol25 dataset describes a cluster of 12 separate species, C12H51N3O12 in total in a non-equilibrium geometry. The level of theory is ωB97M-V/def2-TZVPD.

Cartesian coordinates (Å):
1 O -4.647 1.550 -3.131
2 O 0.269 -1.071 0.282
3 O 2.106 2.066 -2.292
4 O -3.794 3.079 0.145
5 O 0.698 3.379 0.697
6 O -1.992 -4.025 1.367
7 O 1.004 -4.785 0.481
8 O -1.207 -3.503 -1.246
9 O -3.533 -0.852 -3.925
10 O -2.441 -1.625 3.151
11 O 6.756 -0.618 -1.432
12 O 4.152 -0.342 2.982
13 N -2.067 -0.848 -1.314
14 N -3.691 0.290 0.950
15 N 3.441 -0.258 0.194
16 C 0.629 -1.214 1.648
17 C 4.819 -2.227 0.240
18 C -4.329 1.422 1.676
19 C -0.251 0.202 -0.074
20 C -0.827 -0.005 -1.474
21 C -3.470 2.659 1.487
22 C -2.916 4.078 -0.353
23 C 4.831 -0.713 0.034
24 C 5.426 -0.213 -1.298
25 C -1.394 1.310 -2.002
26 C 7.740 0.075 -0.683
27 C -4.417 1.109 3.180
28 H -5.074 2.077 -2.446
29 H -2.385 -2.507 2.762
30 H -0.144 -1.358 2.404
31 H -1.667 -3.617 0.551
32 H -4.306 2.193 -3.761
33 H -3.314 0.610 0.064
34 H -1.061 0.633 0.519
35 H 8.000 0.944 -1.297
36 H 4.305 -2.736 -0.578
37 H 7.409 0.417 0.299
38 H -0.274 -0.578 -2.215
39 H 4.835 -0.768 -2.032
40 H 3.192 0.338 -0.588
41 H 2.563 2.491 -3.024
42 H -3.133 4.424 -1.361
43 H -1.570 1.263 -3.075
44 H -4.510 -0.233 0.648
45 H 2.768 -1.000 0.312
46 H -5.219 1.674 3.658
47 H 0.503 2.596 1.225
48 H 0.158 4.076 1.085
49 H -2.352 -0.893 -0.331
50 H -0.660 2.114 -1.873
51 H 1.282 -0.400 1.980
52 H -0.474 -3.670 -1.853
53 H -1.951 -3.997 -1.620
54 H 4.680 -1.029 2.573
55 H -3.515 1.465 3.680
56 H 4.307 -2.396 1.187
57 H 0.120 -4.432 0.327
58 H 5.203 0.855 -1.383
59 H 1.289 -2.082 1.702
60 H -3.732 3.505 2.130
61 H 5.840 -2.610 0.263
62 H 5.403 -0.258 0.848
63 H -1.874 3.766 -0.251
64 H -5.322 1.554 1.247
65 H -2.748 -1.062 2.424
66 H 8.627 -0.546 -0.594
67 H 1.573 -4.290 -0.118
68 H -2.219 -4.930 1.130
69 H -4.582 0.043 3.317
70 H 0.592 0.901 -0.114
71 H -4.135 -0.149 -3.626
72 H -2.288 1.594 -1.453
73 H 1.848 2.792 -1.709
74 H -3.272 -1.301 -3.112
75 H 3.577 -0.019 2.267
76 H -3.039 4.970 0.275
77 H -2.393 2.480 1.556
78 H -1.756 -1.835 -1.312

Its net charge is 0. For the HOMO energy, the calculation gives -9.12 eV. The multiplicity is 1. The calculation puts the orbital gap at 9.0854 eV. The LUMO energy is -0.030 eV. The value obtained for the strongest force on any atom is 0.0596 Eh/bohr. The SMILES is COC[C@H](C)N.COC[C@H](C)N.COC[C@H](C)N.O.O.O.O.O.O.O.O.O. As for the energy above the lowest of the compared OMol25 structures with the same formula, charge and spin: 0.00 kJ/mol.